[1]
ORCA calculation (wB97M-V/def2-TZVPD) on 6 unconnected molecules or ions with the total composition H12O6.

CARTESIAN COORDINATES (ANGSTROEM)
O 0.16568 -0.28270 -0.12813
H 0.16709 -1.07177 -0.68162
H 1.00600 -0.32458 0.34209
O 0.29803 -4.08673 3.06839
H 1.17417 -4.41794 3.29568
H 0.20014 -3.29353 3.60713
O 0.35327 0.56989 -3.35333
H 0.83571 0.40362 -4.17101
H -0.37263 -0.06377 -3.37634
O -1.71022 3.25289 -1.40317
H -2.30118 3.02912 -0.67537
H -2.19034 3.92783 -1.89606
O -1.10147 -1.93982 1.75648
H -0.44564 -1.43124 1.26637
H -0.78145 -1.92098 2.66545
O 1.83080 2.61849 0.00646
H 1.33206 1.83033 -0.23656
H 2.68739 2.27683 0.28666

Computed properties:
- lowest unoccupied orbital energy (eV) = 0.25
- E_HOMO (Eh) = -0.4005
- structure (SMILES) = O.O.O.O.O.O
- ΔE to the lowest compared entry with this formula, charge and spin (kcal/mol) = 48.0

Atom charges from the Löwdin analysis, given in e for atoms 1 to 6: -0.04, 0.06, 0.05, -0.06, 0.04, 0.02

---

[2]
ORCA calculation (wB97M-V/def2-TZVPD) on 6 unconnected molecules or ions with the total composition H12O6 in a non-equilibrium geometry.

CARTESIAN COORDINATES (ANGSTROEM)
O -0.84544 -0.17289 -0.38822
H -1.29344 0.56011 -0.00022
H 0.13956 0.14111 -0.51822
O -2.13444 -0.97889 -2.79022
H -1.95144 -0.82489 -1.81822
H -1.34644 -0.72689 -3.26822
O -0.97544 1.94411 1.97078
H -1.25244 2.55911 1.45578
H -1.19444 2.09611 2.87878
O 0.19356 -2.89989 -0.90322
H -0.31844 -2.08589 -0.94122
H 0.28956 -3.31889 0.12878
O 1.45056 1.01411 2.47178
H 0.44656 0.94311 2.19978
H 1.93156 0.36811 2.10378
O 2.03556 0.22811 -0.66722
H 2.68756 0.98511 -0.33022
H 2.13756 0.16911 -1.58422

Computed properties:
- lowest unoccupied orbital energy (eV) = 0.09
- E_HOMO (Eh) = -0.3915
- structure (SMILES) = O.O.O.O.O.O
- ΔE to the lowest compared entry with this formula, charge and spin (kcal/mol) = 67.2

Atom charges from the Löwdin analysis, given in e for atoms 1 to 6: -0.09, 0.01, 0.08, -0.09, 0.02, 0.02

---

[3]
ORCA calculation (wB97M-V/def2-TZVPD) on 6 unconnected molecules or ions with the total composition H12O6 in a non-equilibrium geometry.

CARTESIAN COORDINATES (ANGSTROEM)
O -2.27838 -7.66601 5.27777
H -3.20338 -7.82960 5.48039
H -1.76533 -7.84234 6.07183
O 2.07495 5.80120 -2.83815
H 2.75771 6.14220 -2.25420
H 1.68871 5.05501 -2.37618
O 0.98012 -7.09081 7.20886
H 1.88004 -7.19990 6.87544
H 1.03975 -7.60419 8.02057
O 5.50974 6.78553 -7.97306
H 4.74628 7.18527 -7.54086
H 6.11357 6.69598 -7.25418
O -4.15807 13.12248 -8.65780
H -3.64397 13.92419 -8.51111
H -5.03016 13.41264 -8.36442
O -2.53437 -11.14589 5.88521
H -2.11293 -10.27048 5.84774
H -2.06428 -11.47530 5.10214

Computed properties:
- lowest unoccupied orbital energy (eV) = 0.54
- E_HOMO (Eh) = -0.4234
- structure (SMILES) = O.O.O.O.O.O
- ΔE to the lowest compared entry with this formula, charge and spin (kcal/mol) = 44.5

Atom charges from the Löwdin analysis, given in e for atoms 1 to 6: -0.05, 0.04, 0.02, -0.06, 0.03, 0.03

---

[4]
ORCA calculation (wB97M-V/def2-TZVPD) on 6 unconnected molecules or ions with the total composition H12O6 in a non-equilibrium geometry.

CARTESIAN COORDINATES (ANGSTROEM)
O 0.17071 3.46484 1.36276
H -0.28244 4.10780 1.86507
H -0.45489 2.75921 1.24993
O -1.12120 -2.42340 -0.04648
H -1.86330 -1.94066 0.34541
H -1.54658 -2.90628 -0.76542
O 0.92760 -1.91090 -2.14093
H 1.31722 -2.68225 -2.52852
H 0.35125 -2.23359 -1.47972
O 0.63222 -0.28374 0.30973
H 0.20831 -1.11501 0.27712
H 0.15586 0.31011 0.84183
O 2.96099 0.27563 -0.97000
H 2.30089 0.28885 -0.29685
H 2.33116 0.12359 -1.66875
O -1.69504 1.45498 1.30718
H -1.99619 1.38355 0.43698
H -2.39656 1.32728 1.90065

Computed properties:
- lowest unoccupied orbital energy (eV) = -0.32
- E_HOMO (Eh) = -0.3594
- structure (SMILES) = O.O.O.O.O.O
- ΔE to the lowest compared entry with this formula, charge and spin (kcal/mol) = 40.1

Atom charges from the Löwdin analysis, given in e for atoms 1 to 6: -0.04, 0.01, -0.04, -0.04, 0.07, 0.07

---

[5]
ORCA calculation (wB97M-V/def2-TZVPD) on 6 unconnected molecules or ions with the total composition H12O6.

CARTESIAN COORDINATES (ANGSTROEM)
O 27.07470 18.76302 15.42543
H 26.33235 18.27490 15.78161
H 27.25423 18.34580 14.58285
O 28.20435 17.99235 12.90503
H 28.67982 18.82309 12.91110
H 28.82262 17.35930 13.27003
O 29.87797 15.95648 14.09401
H 30.20881 15.06656 13.97220
H 29.67569 16.01158 15.02796
O 29.92806 20.24683 14.04047
H 29.70865 21.17502 14.12153
H 29.76769 19.88531 14.91215
O 26.37966 20.89799 13.13465
H 25.66070 20.85078 13.76481
H 27.16870 20.94903 13.67415
O 27.87009 13.66210 13.07891
H 28.57151 13.21792 12.60254
H 27.98983 14.58920 12.87299

Computed properties:
- lowest unoccupied orbital energy (eV) = 0.28
- E_HOMO (Eh) = -0.4043
- structure (SMILES) = O.O.O.O.O.O
- ΔE to the lowest compared entry with this formula, charge and spin (kcal/mol) = 25.5

Atom charges from the Löwdin analysis, given in e for atoms 1 to 6: -0.06, 0.03, -0.02, -0.05, 0.01, -0.01

---

[6]
ORCA calculation (wB97M-V/def2-TZVPD) on 6 unconnected molecules or ions with the total composition H12O6 in a non-equilibrium geometry.

CARTESIAN COORDINATES (ANGSTROEM)
O 1.87389 -1.84083 2.20961
H 1.04289 -1.63183 1.76361
H 2.36989 -2.38383 1.51761
O 0.10689 -2.30283 -1.47039
H 0.23489 -2.28683 -2.37939
H -0.74411 -2.61083 -1.67539
O -1.28111 3.17517 0.46361
H -2.18411 3.61017 0.49061
H -1.49211 2.36217 -0.01139
O 2.61589 1.24717 0.17361
H 1.67189 0.82617 0.50761
H 2.69089 1.76217 0.89461
O 0.36889 -0.33783 0.37961
H 0.43689 -1.07283 -0.34539
H -0.45411 0.24317 0.09561
O -2.24211 0.69417 -0.64739
H -2.25311 0.51017 -1.70639
H -2.76211 0.03717 -0.26039

Computed properties:
- lowest unoccupied orbital energy (eV) = -0.57
- E_HOMO (Eh) = -0.3641
- structure (SMILES) = O.O.O.O.O.O
- ΔE to the lowest compared entry with this formula, charge and spin (kcal/mol) = 65.5

Atom charges from the Löwdin analysis, given in e for atoms 1 to 6: -0.10, -0.01, 0.07, 0.02, 0.04, 0.04

---

[7]
ORCA calculation (wB97M-V/def2-TZVPD) on 6 unconnected molecules or ions with the total composition H12O6 in a non-equilibrium geometry.

CARTESIAN COORDINATES (ANGSTROEM)
O 0.18247 -1.32483 0.06879
H 0.86595 -1.67085 0.66690
H -0.15726 -0.48682 0.57804
O -2.39856 -3.57181 -0.73319
H -2.59062 -2.66228 -0.50595
H -2.44247 -3.95813 0.11630
O 3.07167 -1.25554 -0.78278
H 2.71150 -1.68487 -1.48067
H 2.36643 -1.44920 -0.10842
O 2.07110 0.29186 1.45304
H 2.87014 -0.21432 1.69841
H 1.73708 0.59818 2.24702
O 1.12392 3.00564 -1.38194
H 0.31920 3.60322 -1.48677
H 1.48319 3.57738 -0.68412
O -3.65154 2.17189 0.40574
H -3.12907 2.94209 0.08480
H -4.43312 2.08837 -0.15519

Computed properties:
- lowest unoccupied orbital energy (eV) = 0.22
- E_HOMO (Eh) = -0.4005
- structure (SMILES) = O.O.O.O.O.O
- ΔE to the lowest compared entry with this formula, charge and spin (kcal/mol) = 60.7

Atom charges from the Löwdin analysis, given in e for atoms 1 to 6: -0.10, 0.01, 0.10, -0.04, 0.03, 0.00

---

[8]
ORCA calculation (wB97M-V/def2-TZVPD) on 6 unconnected molecules or ions with the total composition H12O6 in a non-equilibrium geometry.

CARTESIAN COORDINATES (ANGSTROEM)
O 15.59300 28.11200 37.19700
H 15.25900 28.93700 37.72400
H 15.07900 27.48300 37.63800
O 14.86000 25.68000 38.68400
H 15.78400 25.44700 38.26200
H 14.58400 24.91200 39.26800
O 15.12600 23.22900 41.10300
H 14.50100 23.52400 41.90000
H 14.66200 22.55600 40.65400
O 12.90300 25.72600 36.72300
H 13.33300 25.60900 37.57600
H 13.66300 25.31600 36.30800
O 17.35900 25.49800 37.73300
H 18.03400 25.10500 38.29000
H 17.83000 26.28300 37.31300
O 14.73900 28.61200 41.03300
H 15.69200 28.86100 41.12400
H 14.61900 27.91300 40.31400

Computed properties:
- lowest unoccupied orbital energy (eV) = 0.17
- E_HOMO (Eh) = -0.3942
- structure (SMILES) = O.O.O.O.O.O
- ΔE to the lowest compared entry with this formula, charge and spin (kcal/mol) = 44.9

Atom charges from the Löwdin analysis, given in e for atoms 1 to 6: -0.07, 0.10, -0.06, -0.14, 0.05, 0.06

---

no.,orbital gap (eV)
1,11.145
2,10.746
3,12.066
4,9.459
5,11.278
6,9.339
7,11.122
8,10.895